The following is a quantum chemistry calculation of a molecular structure, C11H25O2PSZn, from OMol25.

Last column: Mulliken charge in e.
Geometry (Å):
H  1.692  -0.331  -0.424  0.41
H  -3.354  1.582  0.017  0.50
H  4.425  -1.277  2.430  0.38
C  -3.107  -0.015  1.455  -0.61
C  3.586  0.444  1.339  -0.13
H  5.395  -0.730  1.079  0.30
C  -2.858  1.420  0.984  -0.88
S  -0.167  1.274  -3.103  -0.18
C  -1.394  1.804  0.929  -1.04
O  -2.817  -2.231  0.630  -0.25
H  1.070  1.850  0.760  0.57
H  -2.220  -0.405  1.962  0.39
H  -1.913  -1.735  -1.771  -0.08
P  -0.682  1.555  -0.907  0.15
H  -1.579  -3.452  -2.108  0.34
H  3.663  2.002  -0.211  0.48
H  -1.319  0.305  -0.964  -0.05
C  1.105  1.758  -0.323  -0.98
C  -2.320  -2.746  -1.740  -0.38
H  1.393  2.727  -0.747  0.46
H  -1.369  2.691  -1.351  0.25
H  -3.897  -0.010  2.206  0.37
H  3.845  -1.661  0.835  0.33
H  2.141  0.642  -1.835  0.47
H  -1.208  2.865  1.114  0.52
H  2.603  0.285  1.795  0.27
C  2.058  0.651  -0.749  -0.40
H  -3.192  -0.629  -0.646  0.38
C  3.389  0.949  -0.090  -0.19
O  -2.851  -4.335  -0.054  -0.49
H  0.140  -0.031  -3.039  0.17
H  -4.553  -1.175  0.324  0.35
H  4.224  0.455  -0.737  -0.16
H  -0.768  1.198  1.586  0.60
C  4.354  -0.874  1.418  -1.30
C  -3.475  -1.000  0.347  -0.65
H  4.110  1.194  1.933  0.35
H  -3.186  -2.805  -2.401  0.28
Zn  5.063  -1.159  -1.262  0.49
C  -2.705  -3.198  -0.341  0.53
H  -3.323  2.149  1.658  0.41

Atoms 1-2, force components in eV/Å:
H 0.0276 0.0365 -0.0522
H -0.0181 0.1764 0.0976

For the largest force on an atom, the calculation gives 0.7 eV/A. Its net charge is +2. The highest occupied orbital energy is -14.6 eV. For the energy above the lowest of the compared OMol25 structures with the same formula, charge and spin, the calculation gives 0.000 eV.